# 1
This record from OMol25 describes CH4O3S in the gas phase in a non-equilibrium geometry. The level of theory is wB97M-V/def2-TZVPD.

Summary:
E_HOMO, eV: -9.662
SMILES: OC(O)OS
ΔE to the lowest compared entry with this formula, charge and spin, kJ/mol: 182.71
M, g/mol: 96.107

Last column: natural (NBO) charge in e.
Element x y z (Å)
C (-0.31744, 0.30866, 0.25316)  0.608
O (-1.33840, 1.20431, 0.04229)  -0.682
O (-0.72940, -1.07701, -0.21862)  -0.774
O (0.87007, 0.61921, -0.44709)  -0.670
S (2.24144, -0.14857, 0.06201)  0.325
H (-0.33533, 0.40975, 1.37476)  0.147
H (-1.16616, 1.50760, -0.82210)  0.474
H (-1.28268, -1.54778, 0.33669)  0.476
H (2.05790, -1.27616, -0.58110)  0.095

# 2
This record from OMol25 describes a molecular structure, C3H7IS in a non-equilibrium geometry. The level of theory is wB97M-V/def2-TZVPD.

Summary:
E_HOMO, eV: -8.778
ΔE to the lowest compared entry with this formula, charge and spin, kJ/mol: 149.46
M, g/mol: 202.060

Last column: natural (NBO) charge in e.
Element x y z (Å)
C (-0.66793, -1.09624, 0.81890)  -0.674
C (0.49291, 1.12051, 0.04063)  -0.575
C (0.34239, -0.77678, -0.23564)  -0.261
S (-0.05617, -0.97554, -1.95430)  0.012
I (2.45106, -1.38468, 0.02482)  0.069
H (-0.75545, -2.27546, 1.06451)  0.214
H (-1.52814, -0.76182, 0.34553)  0.226
H (-0.45531, -0.70757, 1.77218)  0.233
H (1.44428, 1.40331, -0.53147)  0.222
H (0.60797, 1.26280, 1.03339)  0.180
H (-0.54806, 1.46527, -0.19168)  0.207
H (1.15557, -0.78259, -2.52224)  0.149

# 3
This record from OMol25 describes C4H6O2 in the gas phase in a non-equilibrium geometry. The level of theory is wB97M-V/def2-TZVPD.

Summary:
E_HOMO, eV: -8.968
SMILES: O=C[C@H]1CCO1
ΔE to the lowest compared entry with this formula, charge and spin, kJ/mol: 497.94
M, g/mol: 86.090

Last column: natural (NBO) charge in e.
Element x y z (Å)
O (-1.20105, 1.52118, 1.45900)  -0.612
C (-0.31953, 0.62706, 1.68309)  0.204
C (-0.21156, -0.42710, 0.56693)  0.017
C (-0.34459, 0.09262, -0.88119)  -0.448
C (1.03800, -0.55312, -1.06150)  -0.057
O (1.08505, -0.96380, 0.31787)  -0.516
H (-0.49564, 1.36506, 2.57143)  0.411
H (-0.94463, -1.20772, 0.83287)  0.200
H (-0.38304, 1.18001, -0.97043)  0.229
H (-1.15190, -0.34851, -1.47160)  0.219
H (1.86037, 0.12872, -1.30713)  0.178
H (1.06852, -1.41442, -1.73934)  0.175

Question: What is the ΔE to the lowest compared entry with this formula, charge and spin in the third record?
Answer: 497.94 kJ/mol